# 1
ORCA calculation (ωB97M-V with the def2-TZVPD basis set) on the molecule C5H12O.

Last column: natural (NBO) charge in e.
CARTESIAN COORDINATES (ANGSTROEM)
C  0.51243  -1.88107  -0.92824  -0.072
O  1.65230  -1.39439  -1.67674  -0.719
C  -0.34030  -0.63898  -0.68438  -0.430
C  -0.39590  -0.00770  0.75599  -0.395
C  -0.72543  1.55835  0.56612  -0.403
C  -0.62358  2.22138  1.95350  -0.603
H  -0.03434  -2.68732  -1.37763  0.169
H  0.98697  -2.22118  0.04179  0.182
H  1.30799  -0.96651  -2.47408  0.458
H  -0.11676  0.27953  -1.43563  0.193
H  -1.31136  -0.79850  -1.06727  0.201
H  -1.26923  -0.42547  1.31471  0.198
H  0.49547  -0.18743  1.42768  0.206
H  -0.02124  2.12969  -0.11177  0.206
H  -1.77521  1.49969  0.16274  0.200
H  -0.91088  1.35279  2.78310  0.190
H  -1.43571  3.01606  1.96937  0.209
H  0.30264  2.65184  2.20303  0.209

Computed properties:
Energy above the lowest of the compared OMol25 structures with the same formula, charge and spin, kcal/mol: 43.34
E_LUMO, eV: 1.1
DFT total energy, eV: -7425.4318
E_HOMO, eV: -10.004

***

# 2
ORCA calculation (ωB97M-V with the def2-TZVPD basis set) on a cluster of 2 separate species, C2H5OS in total.

Last column: natural (NBO) charge in e.
CARTESIAN COORDINATES (ANGSTROEM)
S  -1.60691  0.73118  -1.75153  -1.053
H  -2.44301  -0.02060  -2.50283  0.102
C  1.06154  -0.38998  -0.05509  -0.561
C  0.65679  -0.10595  1.18140  0.134
O  -0.49059  0.57941  1.47593  -0.726
H  2.06427  -0.80412  -0.02999  0.172
H  0.52783  -0.21269  -0.98322  0.264
H  1.14411  -0.53481  2.04757  0.152
H  -0.91402  0.75756  0.61777  0.516

Computed properties:
Energy above the lowest of the compared OMol25 structures with the same formula, charge and spin, kcal/mol: 10.89
E_LUMO, eV: 4.2
DFT total energy, eV: -15038.1006
Total charge: -1
E_HOMO, eV: -2.932

***

# 3
ORCA calculation (ωB97M-V with the def2-TZVPD basis set) on a cluster of 2 separate species, C5H7NO2 in total.

Last column: natural (NBO) charge in e.
CARTESIAN COORDINATES (ANGSTROEM)
C  -2.03013  -0.04771  0.83289  -0.602
C  1.38501  -0.64222  0.45673  0.464
C  -1.68135  1.38458  0.87218  0.424
C  -1.84023  -1.01323  -0.06189  0.550
C  1.37331  -0.13450  -0.91400  -0.741
N  -1.68591  -1.78885  -0.98388  -0.617
O  1.22150  -1.69606  0.97981  -0.523
O  -1.26540  1.93636  -0.09080  -0.542
H  -2.40768  -0.39345  1.76155  0.249
H  -2.08047  1.95261  1.86563  0.119
H  1.42929  0.25446  1.20420  0.059
H  2.17731  0.57109  -1.08221  0.243
H  0.32706  0.24644  -1.09020  0.271
H  1.41976  -1.02742  -1.58245  0.225
H  -2.27524  -2.16924  -1.69805  0.423

Computed properties:
Energy above the lowest of the compared OMol25 structures with the same formula, charge and spin, kcal/mol: 69.59
E_LUMO, eV: 0.4
DFT total energy, eV: -10880.5997
E_HOMO, eV: -9.417

***

# 4
ORCA calculation (ωB97M-V with the def2-TZVPD basis set) on the molecule C3H8N4.

Last column: natural (NBO) charge in e.
CARTESIAN COORDINATES (ANGSTROEM)
C  -0.78392  0.26659  -0.26246  -0.568
N  0.82050  -1.59410  -0.31680  -0.485
C  0.36208  -0.33414  0.43777  0.443
N  1.27767  -1.37745  -1.63008  -0.667
C  -1.06106  1.78106  0.28365  0.146
N  0.84075  -0.09323  1.59698  -0.664
N  -1.79135  2.04921  1.30471  -0.610
H  1.50570  -2.03043  0.30573  0.351
H  1.28303  -2.25161  -2.15739  0.359
H  2.23385  -1.01687  -1.64019  0.335
H  0.41050  0.72786  2.04019  0.359
H  -2.23653  1.20607  1.68716  0.331
H  -0.61399  0.37121  -1.33453  0.254
H  -1.69145  -0.30728  -0.06596  0.243
H  -0.55578  2.60312  -0.24877  0.175

Computed properties:
Energy above the lowest of the compared OMol25 structures with the same formula, charge and spin, kcal/mol: 57.89
E_LUMO, eV: 0.9
DFT total energy, eV: -9199.1228
E_HOMO, eV: -9.620

***

# 5
ORCA calculation (ωB97M-V with the def2-TZVPD basis set) on the molecule C4H5NO2.

Last column: natural (NBO) charge in e.
CARTESIAN COORDINATES (ANGSTROEM)
O  -2.02931  -1.51340  -0.48409  -0.569
C  -1.07881  -0.79397  -0.27194  0.646
N  -1.05114  0.57571  -0.37593  -0.621
C  0.17690  1.19126  0.09941  -0.244
C  1.10619  0.00242  0.30905  0.043
O  0.72743  -0.81597  1.40859  -0.458
C  0.33186  -1.21713  0.10088  -0.041
H  -1.65523  1.02129  -1.04377  0.412
H  0.00231  1.70342  1.05450  0.211
H  0.58008  1.91267  -0.61654  0.204
H  2.17221  0.08597  0.11512  0.204
H  0.71752  -2.15226  -0.29528  0.213

Computed properties:
Energy above the lowest of the compared OMol25 structures with the same formula, charge and spin, kcal/mol: 30.72
E_LUMO, eV: 0.8
DFT total energy, eV: -9812.9826
E_HOMO, eV: -9.727

***

# 6
ORCA calculation (ωB97M-V with the def2-TZVPD basis set) on a structure of composition C30H46MnO2SeTe.

Last column: Löwdin spin population.
CARTESIAN COORDINATES (ANGSTROEM)
Mn  0.16311  0.13669  -0.37618  0.965
C  4.15085  -1.56249  5.73328  0.000
C  4.58369  -0.32506  4.93712  0.000
C  4.18649  0.93818  5.71216  0.000
C  6.10526  -0.35037  4.80653  0.000
C  3.88790  -0.32374  3.57469  0.000
C  2.50312  -0.28309  3.50583  0.000
C  1.86206  -0.27267  2.27734  -0.001
Se  -0.03306  -0.07492  2.22904  -0.008
C  -0.07049  1.82942  2.28953  -0.002
C  0.01301  2.45180  3.51897  0.000
C  0.05954  3.83987  3.60294  0.000
C  0.01937  4.53288  2.40267  0.000
C  -0.05944  3.94063  1.13583  0.000
C  -0.12254  2.54032  1.08271  0.001
O  -0.25663  1.89239  -0.08379  0.007
C  -0.07232  4.90713  -0.06746  0.000
C  -0.06164  4.25041  -1.45264  0.000
C  -1.33096  5.78313  0.01888  0.000
C  1.17329  5.80620  0.00464  0.000
C  0.15602  4.51789  4.97068  0.000
C  -1.06928  4.14541  5.81516  0.000
C  0.21404  6.03947  4.85427  0.000
C  1.42679  4.03847  5.68572  0.000
C  2.55980  -0.32167  1.07360  0.001
O  1.90969  -0.31866  -0.10552  0.015
C  3.96339  -0.35265  1.10984  0.000
C  4.57606  -0.35141  2.36376  0.000
C  4.79993  -0.35463  -0.17630  0.000
C  4.50927  -1.62075  -0.99410  0.000
C  6.30393  -0.33771  0.11397  0.000
C  4.48038  0.90153  -0.99969  0.000
H  4.64199  -1.57501  6.70967  0.000
H  3.07189  -1.57720  5.90087  0.000
H  4.41820  -2.47929  5.20308  0.000
H  4.68160  0.95811  6.68682  0.000
H  4.47234  1.83798  5.16251  0.000
H  3.10901  0.98315  5.88579  0.000
H  6.55184  -0.35634  5.80315  0.000
H  6.45396  -1.24236  4.28106  0.000
H  6.48341  0.52714  4.27691  0.000
H  1.90761  -0.24521  4.41177  0.000
H  0.04609  1.84472  4.41726  0.000
H  0.05455  5.61411  2.43720  0.000
H  -0.95008  3.64983  -1.63627  0.000
H  -0.02266  5.04937  -2.19915  0.000
H  0.80795  3.60964  -1.59301  0.000
H  -2.23239  5.16666  -0.01882  0.000
H  -1.36331  6.36655  0.94122  0.000
H  -1.36029  6.48170  -0.82199  0.000
H  2.08390  5.20360  -0.03173  0.000
H  1.18557  6.49296  -0.84571  0.000
H  1.20566  6.40743  0.91458  0.000
H  -1.99067  4.47417  5.32896  0.000
H  -1.14028  3.06642  5.96869  0.000
H  -1.01120  4.62035  6.79814  0.000
H  -0.67978  6.44622  4.37546  0.000
H  0.28232  6.47422  5.85384  0.000
H  1.08649  6.37111  4.28632  0.000
H  1.41726  2.95787  5.84556  0.000
H  2.31650  4.27890  5.09886  0.000
H  1.51812  4.51952  6.66349  0.000
H  5.65476  -0.37299  2.39433  0.000
H  4.75580  -2.51369  -0.41336  0.000
H  3.46312  -1.67919  -1.28434  0.000
H  5.12588  -1.62700  -1.89750  0.000
H  6.62522  -1.21772  0.67722  0.000
H  6.84498  -0.33776  -0.83479  0.000
H  6.60888  0.55374  0.66760  0.000
H  3.42729  0.94413  -1.26845  0.000
H  4.72815  1.80240  -0.43243  0.000
H  5.07352  0.90850  -1.91866  0.000
C  -5.08896  -0.11954  -0.16454  -0.002
Te  -3.12890  0.65218  0.00319  -0.001
C  -2.34245  -1.33108  -0.26285  0.019
H  -5.23689  -0.88224  0.59659  0.000
H  -5.25148  -0.52378  -1.16020  0.000
H  -5.77142  0.70979  0.01348  0.000
H  -2.79773  -1.75657  -1.15392  0.001
H  -2.56709  -1.91829  0.62401  0.000
H  -1.25600  -1.40709  -0.39576  0.006

Computed properties:
E_LUMO (alpha / beta), eV: -0.1 / -0.1
DFT total energy, eV: -139909.8516
2S+1: 2
E_HOMO (alpha / beta), eV: -7.705 / -7.515

***

# 7
ORCA calculation (ωB97M-V with the def2-TZVPD basis set) on a structure of composition C3H6FNOS.

Last column: natural (NBO) charge in e.
CARTESIAN COORDINATES (ANGSTROEM)
C  1.00500  -1.21732  -0.26874  -0.007
C  1.31997  0.32674  -0.32788  -0.121
C  -1.84160  0.34312  0.54262  -0.143
H  1.82237  -1.84978  -0.01948  0.184
H  0.30714  -1.40995  -1.13113  0.208
H  1.91994  0.13827  -1.33217  0.205
H  1.77238  0.94188  0.57705  0.215
H  -0.99841  2.04438  0.57524  0.371
H  -2.67998  1.09969  1.30451  0.211
N  -0.59273  0.91305  0.50027  -0.351
O  0.14307  0.89856  -0.68857  -0.374
F  0.12992  -1.49016  0.81256  -0.397
S  -2.30708  -0.73848  -0.54427  -0.001

Computed properties:
Energy above the lowest of the compared OMol25 structures with the same formula, charge and spin, kcal/mol: 130.58
E_LUMO, eV: 0.3
DFT total energy, eV: -20293.1946
E_HOMO, eV: -8.671